{"formula": "C9H13F14MgO3PS2", "method": "ωB97M-V with the def2-TZVPD basis set", "elements": ["C", "C", "O", "C", "P", "C", "C", "C", "F", "F", "C", "F", "F", "S", "F", "F", "F", "F", "F", "S", "O", "O", "C", "F", "F", "C", "F", "F", "F", "H", "H", "H", "H", "H", "H", "H", "H", "H", "H", "H", "H", "H", "Mg"], "coordinates": [[-0.019, 2.640, 1.314], [1.329, 2.795, 0.461], [1.453, 4.213, 0.153], [1.268, 2.048, -1.000], [1.924, 0.230, -0.934], [0.337, -0.514, -1.637], [-0.985, -0.205, -0.728], [-1.897, -1.505, -0.531], [-1.975, -2.309, -1.707], [-1.140, -2.329, 0.383], [-3.291, -1.261, 0.186], [-2.999, -0.775, 1.500], [-3.930, -2.508, 0.402], [-4.469, -0.056, -0.595], [-5.445, -1.355, -1.045], [-3.753, -0.104, -2.088], [-3.622, 1.284, -0.087], [-5.341, -0.021, 0.850], [-5.609, 0.970, -1.223], [2.981, -1.676, -0.857], [2.852, -2.453, -2.155], [4.466, -1.358, -0.734], [2.568, -2.713, 0.643], [1.532, -3.650, 0.389], [3.717, -3.514, 0.892], [2.337, -1.877, 2.012], [2.450, -2.818, 3.057], [3.418, -0.932, 2.242], [1.063, -1.295, 2.134], [-0.018, 3.378, 2.201], [-0.972, 2.753, 0.707], [0.019, 1.589, 1.812], [2.311, 2.535, 1.052], [1.255, 4.658, 1.015], [1.998, 2.661, -1.652], [0.251, 2.149, -1.498], [2.924, 0.637, -1.908], [2.152, 0.429, 0.471], [0.403, -1.648, -1.723], [0.183, -0.107, -2.705], [-0.639, 0.093, 0.320], [-1.519, 0.649, -1.268], [2.434, 1.270, 1.878]], "charge": 2, "e_homo_ha": -0.63241, "gap_ev": 6.4}

=====

{"formula": "C9H13FN2", "method": "ωB97M-V with the def2-TZVPD basis set", "elements": ["C", "C", "C", "C", "C", "C", "N", "C", "H", "H", "H", "H", "H", "H", "H", "H", "H", "H", "N", "C", "C", "F", "H", "H", "H"], "coordinates": [[2.256, 1.633, 1.200], [1.716, 0.466, 0.369], [1.595, 0.651, -0.955], [0.955, -0.272, -1.778], [0.391, -1.343, -1.161], [0.464, -1.585, 0.189], [-0.226, -2.577, 0.788], [1.144, -0.633, 0.987], [2.366, 1.279, 2.200], [3.289, 2.208, 0.810], [1.426, 2.365, 1.081], [2.167, 1.385, -1.409], [0.883, -0.059, -2.881], [-0.190, -2.084, -1.824], [-0.301, -2.486, 1.783], [-1.025, -2.892, 0.258], [1.121, -0.897, 1.971], [-2.887, -0.609, -1.546], [-3.341, -0.505, -0.721], [-2.739, 0.247, 0.066], [-1.599, 1.196, -0.179], [-3.321, 0.384, 1.232], [-2.017, 2.064, 0.392], [-1.354, 1.350, -1.219], [-0.774, 0.712, 0.344]], "smiles": "Cc1cccc(N)c1.[H]/N=C(\\C)F", "charge": 0, "e_homo_ha": -0.30031, "e_above_lowest_kj_mol": 120.98, "gap_ev": 9.0}

=====

{"formula": "C9H13InN", "method": "ωB97M-V with the def2-TZVPD basis set", "elements": ["C", "C", "C", "C", "C", "In", "C", "C", "C", "N", "H", "H", "H", "H", "H", "H", "H", "H", "H", "H", "C", "H", "H", "H"], "coordinates": [[-0.692, 1.121, -1.992], [0.226, 0.171, -2.519], [1.525, 0.476, -2.004], [1.414, 1.636, -1.181], [0.038, 2.032, -1.160], [-0.337, -0.123, 0.752], [-0.057, -2.734, -0.404], [-1.176, -1.964, -0.380], [-2.426, -1.932, -0.857], [-2.259, 0.532, 0.465], [2.442, -0.061, -2.256], [-0.030, -0.644, -3.199], [2.232, 2.146, -0.682], [-0.387, 2.894, -0.652], [-1.754, 1.169, -2.216], [0.525, -2.878, -1.322], [-2.721, 1.240, 1.060], [0.302, -3.271, 0.480], [-2.835, -2.771, -1.433], [-3.094, -1.070, -0.684], [1.272, 0.000, 2.174], [1.327, 1.033, 2.546], [2.222, -0.269, 1.693], [1.097, -0.679, 3.019]], "charge": -1, "e_homo_ha": [-0.08869, -0.08846], "gap_ev": [5.0, 5.0]}

=====

{"formula": "C9H13LuN", "method": "ωB97M-V with the def2-TZVPD basis set", "elements": ["C", "C", "C", "C", "C", "Lu", "C", "C", "C", "N", "H", "H", "H", "H", "H", "H", "H", "H", "H", "H", "C", "H", "H", "H"], "coordinates": [[-2.203, -0.315, 0.782], [-2.201, 1.032, 0.301], [-1.337, 1.805, 1.145], [-0.825, 0.935, 2.162], [-1.355, -0.376, 1.931], [0.067, 0.077, -0.032], [0.084, 1.239, -2.260], [-0.606, 0.085, -2.307], [-1.378, -0.892, -2.771], [-0.001, -1.938, -0.324], [-1.154, 2.878, 1.067], [-2.760, 1.407, -0.557], [-0.163, 1.227, 2.979], [-1.160, -1.257, 2.543], [-2.769, -1.141, 0.355], [-0.401, 2.207, -2.016], [0.164, -2.944, -0.264], [1.100, 1.348, -2.679], [-1.873, -0.827, -3.750], [-1.565, -1.820, -2.215], [2.206, -0.010, 0.920], [2.109, -0.279, 1.983], [2.854, 0.873, 0.846], [2.684, -0.857, 0.402]], "charge": -1, "e_homo_ha": [-0.09023, -0.09036], "gap_ev": [5.9, 5.9]}

=====

{"formula": "C9H13N", "method": "ωB97M-V with the def2-TZVPD basis set", "elements": ["C", "C", "C", "C", "C", "C", "C", "C", "C", "N", "H", "H", "H", "H", "H", "H", "H", "H", "H", "H", "H", "H", "H"], "coordinates": [[3.610, -0.171, 0.093], [2.924, 1.111, -0.220], [2.614, -1.082, 0.226], [1.586, 0.894, -0.032], [0.290, 1.542, -0.040], [-0.810, 0.510, -0.167], [-0.423, -0.875, 0.413], [-2.206, 1.036, 0.274], [-0.898, -2.044, -0.383], [1.455, -0.443, 0.203], [4.511, -0.657, -0.161], [3.563, 2.026, -0.194], [2.548, -2.133, 0.294], [0.173, 2.094, 0.821], [0.221, 2.164, -0.911], [-0.871, 0.378, -1.304], [-0.454, -0.987, 1.520], [-2.796, 0.158, -0.130], [-2.469, 1.942, -0.209], [-2.209, 1.149, 1.385], [-0.313, -1.748, -1.329], [-1.945, -1.748, -0.455], [-0.539, -2.934, 0.113]], "charge": 0, "e_homo_ha": -0.28393, "e_above_lowest_kj_mol": 144.89, "gap_ev": 8.6}

=====

{"formula": "C9H13N3", "method": "ωB97M-V with the def2-TZVPD basis set", "elements": ["C", "C", "C", "N", "N", "N", "C", "C", "C", "C", "C", "C", "H", "H", "H", "H", "H", "H", "H", "H", "H", "H", "H", "H", "H"], "coordinates": [[-0.809, 1.818, 1.018], [-0.560, 0.562, 0.320], [-1.308, -0.554, 0.443], [-2.556, -0.827, 0.980], [-2.804, -2.224, 0.956], [-1.862, -2.780, 0.420], [-0.869, -1.932, 0.017], [0.405, -2.290, -0.128], [1.319, -1.096, -0.145], [0.765, 0.307, -0.394], [1.904, 1.241, 0.073], [0.357, 0.553, -1.872], [-0.438, 2.698, 0.425], [-0.324, 1.758, 1.977], [-1.923, 2.107, 1.125], [-3.225, -0.174, 1.230], [0.585, -3.339, -0.241], [1.879, -1.024, 0.845], [2.095, -1.367, -0.874], [2.911, 1.090, -0.513], [2.116, 1.314, 1.172], [1.573, 2.264, -0.295], [-0.373, -0.305, -2.117], [1.214, 0.605, -2.513], [-0.074, 1.597, -1.908]], "smiles": "CC1=c2[nH]nnc2=CCC1(C)C", "charge": 0, "e_homo_ha": [-0.27447, -0.27449], "e_above_lowest_kj_mol": 201.69, "gap_ev": [7.8, 7.8]}

=====

{"formula": "C9H13N3", "method": "ωB97M-V with the def2-TZVPD basis set", "elements": ["C", "C", "C", "C", "C", "C", "C", "C", "C", "N", "N", "N", "H", "H", "H", "H", "H", "H", "H", "H", "H", "H", "H", "H", "H"], "coordinates": [[3.339, -0.211, -0.306], [1.078, 2.358, -0.292], [-0.290, 0.493, -0.068], [-0.798, -2.290, 0.410], [0.503, -1.887, -0.266], [-1.773, -1.434, -0.202], [2.085, -0.203, -0.752], [0.852, -0.486, 0.096], [-1.170, 2.759, 0.525], [4.420, -0.060, 0.107], [-1.439, -0.037, -0.104], [-0.022, 1.867, 0.116], [1.439, 3.401, -0.157], [-0.819, -3.326, 0.369], [-0.572, -2.181, 1.414], [1.295, -2.449, 0.096], [0.351, -2.085, -1.341], [-2.207, -1.739, -1.181], [-2.870, -1.523, 0.204], [1.877, 0.381, -1.705], [1.254, -0.462, 1.138], [-1.681, 2.128, 1.227], [-1.904, 2.968, -0.207], [-0.701, 3.467, 1.109], [-2.249, 0.549, -0.231]], "charge": 2, "e_homo_ha": [-0.63133, -0.68516], "e_above_lowest_kj_mol": 776.74, "gap_ev": [6.2, 8.4]}

=====

{"formula": "C9H13N3O3S2", "method": "ωB97M-V with the def2-TZVPD basis set", "elements": ["C", "H", "H", "H", "O", "C", "O", "C", "C", "H", "H", "S", "C", "C", "O", "N", "C", "N", "N", "C", "C", "H", "H", "H", "S", "H", "H", "H", "H", "H"], "coordinates": [[-5.026, -0.355, 0.422], [-5.559, -1.233, -0.213], [-5.941, 0.235, 0.760], [-4.526, -0.833, 1.243], [-4.047, 0.111, -0.666], [-3.375, 1.351, -0.006], [-3.562, 1.925, 1.083], [-2.460, 1.758, -0.949], [-1.653, 0.726, -1.707], [-2.388, 0.203, -2.335], [-0.961, 1.261, -2.175], [-0.675, -0.382, -0.484], [0.569, -0.883, -1.927], [1.408, 0.365, -1.835], [1.292, 1.047, -2.860], [2.524, 0.689, -0.959], [2.849, -0.087, -0.069], [2.542, -1.311, 0.326], [2.913, -1.958, 1.494], [3.872, -0.999, 2.130], [4.623, -1.500, 3.256], [4.468, -2.329, 3.736], [5.640, -1.281, 3.240], [4.362, -0.588, 4.192], [3.916, 0.202, 1.324], [2.830, 1.456, -1.104], [0.117, -1.081, -2.823], [0.974, -1.727, -1.089], [-1.689, 2.627, -0.350], [-3.038, 2.591, -1.657]], "charge": 0, "e_homo_ha": -0.31245, "e_above_lowest_kj_mol": 103.04, "gap_ev": 8.9}

=====

DFT total energy, respectively: -3311.3349, -560.0721, -595.3943, -1640.8798, -405.3734, -514.8992, -514.1092, -1536.7240 hartree.